1.
{"formula": "C6H12O", "method": "wB97M-V/def2-TZVPD", "symbols": ["C", "C", "C", "C", "C", "C", "O", "H", "H", "H", "H", "H", "H", "H", "H", "H", "H", "H", "H"], "xyz": [[-1.21, 0.83, 2.10], [-1.19, 0.68, 0.58], [0.03, -0.10, 0.06], [-0.09, -0.38, -1.44], [1.03, -1.26, -1.99], [1.40, 0.48, 0.52], [2.07, -0.20, 1.28], [-2.10, 1.39, 2.43], [-1.23, -0.15, 2.60], [-0.32, 1.36, 2.46], [-2.11, 0.16, 0.26], [-1.21, 1.67, 0.10], [0.06, -1.07, 0.59], [-0.12, 0.58, -1.98], [-1.06, -0.87, -1.64], [0.91, -1.45, -3.06], [1.07, -2.22, -1.47], [2.01, -0.77, -1.85], [2.08, 1.34, 0.44]], "nbo_charge": [-0.61, -0.39, -0.30, -0.39, -0.61, 0.37, -0.54, 0.21, 0.21, 0.21, 0.21, 0.20, 0.22, 0.20, 0.21, 0.21, 0.21, 0.20, 0.18], "smiles": "CCC(C=O)CC", "homo_lumo_gap_ha": 0.3863, "charge": 0}

---

2.
{"formula": "C6H12O", "method": "wB97M-V/def2-TZVPD", "symbols": ["C", "C", "C", "C", "C", "C", "H", "H", "H", "H", "H", "H", "H", "H", "H", "H", "H", "H", "O"], "xyz": [[-0.14, -2.44, 0.32], [-0.09, -1.28, 1.35], [0.82, -0.14, 0.90], [0.43, 0.83, 0.08], [1.35, 2.00, -0.18], [1.02, 3.23, 0.17], [-1.15, -2.47, -0.10], [0.18, -3.39, 0.74], [0.48, -2.25, -0.56], [0.27, -1.64, 2.28], [-1.06, -0.81, 1.46], [1.83, -0.19, 1.26], [-0.53, 0.89, -0.38], [2.32, 1.70, -0.55], [0.08, 3.55, 0.60], [1.71, 4.04, 0.00], [-3.05, -0.34, -3.02], [-2.12, -0.43, -1.77], [-2.35, -0.86, -2.60]], "nbo_charge": [-0.62, -0.44, -0.14, -0.25, -0.20, -0.39, 0.21, 0.21, 0.21, 0.21, 0.20, 0.19, 0.19, 0.20, 0.19, 0.20, 0.47, 0.47, -0.94], "smiles": "C=C/C=C/CC.O", "homo_lumo_gap_ha": 0.3629, "charge": 0}

---

3.
{"formula": "C6H12O", "method": "wB97M-V/def2-TZVPD", "symbols": ["C", "C", "C", "C", "O", "C", "C", "H", "H", "H", "H", "H", "H", "H", "H", "H", "H", "H", "H"], "xyz": [[-1.59, -0.69, -0.81], [-0.98, 0.29, 0.19], [-2.02, 0.81, 1.18], [0.18, -0.34, 0.95], [1.26, -0.59, 0.03], [2.17, 0.34, 0.00], [3.11, 0.02, -1.13], [-2.39, -0.21, -1.39], [-0.83, -1.05, -1.52], [-2.02, -1.56, -0.30], [-0.56, 1.14, -0.35], [-2.43, -0.01, 1.79], [-2.86, 1.28, 0.65], [-1.59, 1.55, 1.86], [-0.10, -1.31, 1.39], [0.56, 0.33, 1.72], [2.87, -0.88, -1.71], [4.13, -0.03, -0.75], [3.09, 0.90, -1.79]], "nbo_charge": [-0.61, -0.25, -0.60, -0.06, -0.50, 0.25, -0.77, 0.21, 0.22, 0.20, 0.21, 0.20, 0.21, 0.21, 0.18, 0.21, 0.20, 0.24, 0.24], "homo_lumo_gap_ha": 0.3477, "charge": 0}

---

Going by the energies, 1 is most stable and the next is 18.3 kcal/mol up.

---

1.
{"formula": "C6H12O", "method": "wB97M-V/def2-TZVPD", "symbols": ["C", "C", "C", "C", "O", "C", "C", "H", "H", "H", "H", "H", "H", "H", "H", "H", "H", "H", "H"], "xyz": [[-0.77, -1.65, -0.70], [-0.61, -0.14, -0.56], [-1.24, 0.55, 0.92], [-0.43, 1.81, 0.99], [0.73, 1.72, -0.28], [0.79, 0.38, -0.66], [1.92, -0.43, -0.01], [-1.84, -1.87, -0.73], [-0.33, -2.13, -1.60], [-0.33, -2.13, 0.17], [-1.18, 0.43, -1.31], [-1.08, -0.15, 1.76], [-2.31, 0.69, 0.73], [0.23, 1.93, 1.85], [-0.96, 2.74, 0.73], [0.77, 0.17, -1.76], [1.71, -0.67, 1.04], [2.07, -1.38, -0.54], [2.87, 0.13, -0.05]], "nbo_charge": [-0.63, -0.16, -0.47, -0.09, -0.57, 0.07, -0.64, 0.22, 0.22, 0.21, 0.20, 0.21, 0.22, 0.20, 0.20, 0.18, 0.20, 0.21, 0.23], "smiles": "C[C@@H]1OCC[C@@H]1C", "homo_lumo_gap_ha": 0.3889, "charge": 0}

---

2.
{"formula": "C6H12O", "method": "wB97M-V/def2-TZVPD", "symbols": ["C", "C", "O", "C", "C", "C", "C", "H", "H", "H", "H", "H", "H", "H", "H", "H", "H", "H", "H"], "xyz": [[-1.39, -1.11, 2.48], [-0.83, -0.28, 1.60], [0.40, 0.20, 1.90], [1.20, -0.35, -0.78], [0.24, -1.38, -1.25], [1.12, 0.96, -1.00], [-0.09, 1.80, -1.30], [-0.08, -2.09, -0.46], [-2.46, -1.21, 2.55], [-0.73, -1.42, 3.29], [-1.32, 0.05, 0.68], [0.74, 0.70, 1.15], [2.12, -0.73, -0.34], [-0.63, -0.94, -1.73], [0.82, -1.87, -2.05], [2.05, 1.51, -0.88], [-1.03, 1.25, -1.37], [0.03, 2.41, -2.20], [-0.19, 2.50, -0.45]], "nbo_charge": [-0.53, 0.14, -0.70, -0.17, -0.66, -0.24, -0.66, 0.24, 0.21, 0.21, 0.17, 0.50, 0.21, 0.21, 0.23, 0.20, 0.21, 0.23, 0.22], "smiles": "C/C=C\\C.C=CO", "homo_lumo_gap_ha": 0.3500, "charge": 0}

---

Going by the energies, 1 is most stable and the next is 5.1 kcal/mol up.

---

1.
{"formula": "C7H14N2", "method": "wB97M-V/def2-TZVPD", "symbols": ["C", "C", "C", "C", "C", "C", "N", "N", "C", "H", "H", "H", "H", "H", "H", "H", "H", "H", "H", "H", "H", "H", "H"], "xyz": [[2.72, 0.03, 0.34], [-1.50, 1.37, -1.38], [-1.55, -1.64, 1.10], [0.28, 0.57, 0.22], [1.33, -0.17, -0.18], [-1.09, 0.37, -0.33], [0.39, 1.57, 1.21], [1.21, -1.14, -1.20], [-1.89, -0.61, 0.06], [1.31, 1.98, 1.26], [-0.32, 2.28, 1.11], [0.24, -1.35, -1.41], [1.71, -1.99, -0.98], [-2.87, -0.71, -0.38], [3.05, 1.06, 0.20], [2.77, -0.19, 1.41], [3.41, -0.61, -0.19], [-1.46, 2.39, -0.98], [-0.82, 1.32, -2.22], [-2.52, 1.18, -1.72], [-2.31, -1.64, 1.88], [-1.52, -2.63, 0.65], [-0.58, -1.42, 1.55]], "nbo_charge": [-0.65, -0.63, -0.65, 0.04, 0.12, -0.03, -0.82, -0.82, -0.16, 0.37, 0.37, 0.38, 0.36, 0.19, 0.21, 0.22, 0.22, 0.20, 0.22, 0.21, 0.22, 0.21, 0.23], "smiles": "C/C=C(C)\\C(N)=C(\\C)N", "homo_lumo_gap_ha": 0.2931, "charge": 0}

---

2.
{"formula": "C7H14N2", "method": "wB97M-V/def2-TZVPD", "symbols": ["C", "C", "C", "C", "N", "N", "H", "H", "H", "H", "H", "H", "C", "C", "C", "H", "H", "H", "H", "H", "H", "H", "H"], "xyz": [[1.41, -2.63, -1.38], [-1.96, -1.52, -1.55], [0.18, -1.82, -1.54], [-0.04, -0.55, -1.96], [-1.05, -2.42, -1.28], [-1.40, -0.37, -2.00], [-3.01, -1.76, -1.54], [-1.82, 0.52, -2.21], [0.62, 0.25, -2.26], [1.17, -3.66, -1.66], [1.70, -2.68, -0.33], [2.27, -2.31, -1.97], [0.12, 1.46, 2.34], [-0.06, 2.97, 2.09], [0.46, 0.72, 1.07], [0.96, 1.38, 3.04], [-0.76, 1.09, 2.87], [-0.49, 3.15, 1.10], [1.34, 1.14, 0.58], [0.90, 3.47, 2.18], [-0.79, 3.40, 2.79], [0.65, -0.36, 1.20], [-0.41, 0.54, 0.43]], "nbo_charge": [-0.64, 0.16, 0.08, -0.11, -0.46, -0.53, 0.20, 0.42, 0.21, 0.23, 0.22, 0.22, -0.40, -0.60, -0.62, 0.19, 0.20, 0.20, 0.20, 0.20, 0.21, 0.22, 0.21], "smiles": "Cc1c[nH]cn1.CCC", "homo_lumo_gap_ha": 0.3478, "charge": 0}

---

Going by the energies, 2 is most stable and the next is 8.3 kcal/mol up.

---

1.
{"formula": "C7H14N2", "method": "wB97M-V/def2-TZVPD", "symbols": ["C", "C", "C", "C", "C", "C", "C", "N", "N", "H", "H", "H", "H", "H", "H", "H", "H", "H", "H", "H", "H", "H", "H"], "xyz": [[0.67, 0.37, 1.12], [-1.70, -1.48, 0.76], [-0.58, 2.09, -0.32], [2.89, -0.27, -0.04], [-1.29, -0.33, -0.14], [-0.61, 0.78, 0.42], [1.41, -0.40, 0.07], [-2.29, -0.04, -1.10], [0.65, -1.04, -0.77], [-2.02, 0.65, -1.78], [-2.68, -0.87, -1.53], [1.08, -1.80, -1.29], [1.25, 1.24, 1.44], [0.46, -0.28, 1.97], [-2.23, -1.13, 1.64], [-2.33, -2.20, 0.23], [-0.82, -2.03, 1.08], [-1.52, 2.64, -0.19], [0.24, 2.72, 0.03], [-0.42, 1.99, -1.41], [3.32, -1.04, -0.68], [3.13, 0.71, -0.47], [3.36, -0.30, 0.94]], "nbo_charge": [-0.50, -0.65, -0.64, -0.68, 0.32, -0.22, 0.37, -0.82, -0.66, 0.37, 0.37, 0.35, 0.21, 0.23, 0.23, 0.20, 0.21, 0.22, 0.21, 0.18, 0.22, 0.24, 0.22], "smiles": "[H]/N=C(\\C)C/C(C)=C(\\C)N", "homo_lumo_gap_ha": 0.2705, "charge": 0}

---

2.
{"formula": "C7H14N2", "method": "wB97M-V/def2-TZVPD", "symbols": ["C", "C", "C", "C", "C", "C", "N", "C", "N", "H", "H", "H", "H", "H", "H", "H", "H", "H", "H", "H", "H", "H", "H"], "xyz": [[-0.22, 0.08, 0.83], [0.40, 0.81, -0.30], [0.77, -0.37, 1.90], [-1.48, 0.67, 1.45], [1.19, -1.58, -1.77], [-0.26, 2.00, -0.93], [0.06, -0.72, -1.42], [-0.68, -1.24, -0.02], [-1.35, -2.20, 0.13], [-0.70, -0.79, -2.10], [1.48, 0.80, -0.33], [1.67, -0.80, 1.47], [-1.95, -0.09, 2.08], [0.30, -1.14, 2.52], [1.05, 0.47, 2.54], [-1.24, 1.55, 2.06], [-2.22, 0.96, 0.71], [1.80, -1.08, -2.53], [0.86, -2.55, -2.13], [1.81, -1.74, -0.89], [0.23, 2.25, -1.87], [-1.31, 1.83, -1.13], [-0.20, 2.86, -0.26]], "nbo_charge": [-0.24, 0.14, -0.59, -0.60, -0.42, -0.66, -0.57, 0.29, -0.57, 0.40, 0.21, 0.20, 0.24, 0.24, 0.20, 0.20, 0.21, 0.19, 0.23, 0.20, 0.23, 0.23, 0.24], "homo_lumo_gap_ha": 0.2833, "charge": 0}

---

3.
{"formula": "C7H14N2", "method": "wB97M-V/def2-TZVPD", "symbols": ["C", "C", "C", "C", "N", "N", "H", "H", "H", "H", "H", "H", "C", "C", "C", "H", "H", "H", "H", "H", "H", "H", "H"], "xyz": [[-0.57, 3.42, 1.60], [-1.02, -0.15, 1.55], [-1.05, 2.02, 1.22], [-2.16, 1.50, 0.47], [-0.33, 0.96, 1.88], [-2.04, 0.13, 0.63], [-0.80, -1.14, 1.88], [-2.88, -0.46, 0.50], [-2.84, 2.01, -0.27], [0.17, 3.79, 1.04], [-0.29, 3.48, 2.68], [-1.54, 4.03, 1.32], [0.86, -1.70, -1.47], [1.97, -0.90, -2.14], [1.33, -2.73, -0.40], [0.19, -1.10, -0.99], [0.29, -2.26, -2.28], [2.30, -1.57, -2.91], [1.86, -2.14, 0.43], [0.45, -3.17, -0.09], [1.89, -3.52, -0.73], [1.57, 0.07, -2.52], [2.64, -0.57, -1.41]], "nbo_charge": [-0.62, 0.16, 0.10, -0.14, -0.46, -0.54, 0.20, 0.42, 0.23, 0.21, 0.23, 0.20, -0.37, -0.61, -0.60, 0.19, 0.18, 0.21, 0.20, 0.20, 0.20, 0.20, 0.20], "smiles": "Cc1c[nH]cn1.CCC", "homo_lumo_gap_ha": 0.3443, "charge": 0}

---

4.
{"formula": "C7H14N2", "method": "wB97M-V/def2-TZVPD", "symbols": ["C", "C", "C", "C", "C", "C", "C", "N", "N", "H", "H", "H", "H", "H", "H", "H", "H", "H", "H", "H", "H", "H", "H"], "xyz": [[-0.04, -1.26, 0.37], [0.64, -0.39, -0.28], [-1.47, -0.97, 0.94], [2.92, -0.25, 0.09], [-0.87, 2.12, 0.61], [-2.51, -0.75, -1.09], [1.85, 0.21, -0.94], [-1.11, 0.99, -0.29], [-2.02, -0.03, 0.08], [0.31, -2.24, 0.62], [-2.11, -1.89, 0.95], [-1.33, -0.50, 1.94], [3.18, -1.27, 0.00], [2.82, -0.05, 1.22], [3.76, 0.34, -0.12], [-0.67, 1.86, 1.70], [0.09, 2.58, 0.16], [-1.75, 2.80, 0.74], [-2.77, 0.02, -1.91], [-1.90, -1.51, -1.52], [-3.41, -1.27, -0.74], [2.08, 0.11, -2.04], [1.75, 1.37, -0.78]], "nbo_charge": [-0.35, 0.21, -0.23, -0.60, -0.44, -0.42, -0.49, -0.34, -0.27, 0.22, 0.21, 0.21, 0.21, 0.22, 0.21, 0.15, 0.20, 0.21, 0.22, 0.18, 0.19, 0.25, 0.23], "homo_lumo_gap_ha": [0.3151, 0.3150], "charge": 0}

---

Going by the energies, 3 is most stable and the next is 13.9 kcal/mol up.

---

1.
{"formula": "C7H14N2", "method": "wB97M-V/def2-TZVPD", "symbols": ["C", "C", "C", "C", "C", "C", "C", "N", "N", "H", "H", "H", "H", "H", "H", "H", "H", "H", "H", "H", "H", "H", "H"], "xyz": [[-2.73, 0.92, -0.59], [1.62, -0.63, 1.59], [1.45, -0.21, -0.81], [1.04, 1.64, 0.69], [-0.60, -0.38, 0.55], [-1.95, 0.00, -1.24], [0.81, 0.17, 0.52], [-3.33, 1.80, -0.15], [-2.45, -1.24, -1.64], [1.56, -0.32, 2.68], [2.81, -0.31, 1.44], [1.53, -1.66, 1.60], [0.92, 0.36, -1.62], [1.26, -1.27, -0.98], [2.44, -0.06, -0.89], [2.10, 1.76, 0.49], [0.75, 1.95, 1.74], [0.46, 2.31, 0.01], [-0.59, -1.48, 0.25], [-1.18, -0.19, 1.43], [-1.36, 0.45, -1.98], [-1.73, -1.80, -2.12], [-2.81, -1.80, -0.97]], "nbo_charge": [0.22, -0.59, -0.58, -0.60, -0.33, -0.09, -0.14, -0.32, -0.78, 0.22, 0.20, 0.21, 0.20, 0.20, 0.21, 0.21, 0.21, 0.22, 0.18, 0.20, 0.23, 0.37, 0.37], "homo_lumo_gap_ha": 0.3239, "charge": 0}

---

2.
{"formula": "C7H14N2", "method": "wB97M-V/def2-TZVPD", "symbols": ["C", "C", "C", "C", "N", "N", "H", "H", "H", "H", "H", "H", "C", "C", "C", "H", "H", "H", "H", "H", "H", "H", "H"], "xyz": [[-0.02, 2.57, -1.97], [-1.28, 1.31, 1.12], [-0.82, 2.00, -0.85], [-2.04, 1.41, -0.93], [-0.36, 1.94, 0.44], [-2.35, 1.01, 0.35], [-1.21, 1.23, 2.19], [-3.08, 0.35, 0.57], [-2.60, 1.17, -1.82], [-0.13, 2.01, -2.90], [1.03, 2.57, -1.68], [-0.29, 3.60, -2.17], [0.78, -1.62, 0.35], [2.27, -1.73, -0.01], [0.38, -2.36, 1.64], [0.55, -0.59, 0.56], [0.27, -1.92, -0.56], [2.75, -2.65, 0.35], [2.85, -0.92, 0.46], [1.26, -2.75, 2.16], [-0.17, -1.73, 2.34], [2.42, -1.67, -1.08], [-0.21, -3.24, 1.42]], "nbo_charge": [-0.64, 0.16, 0.10, -0.13, -0.46, -0.52, 0.20, 0.42, 0.22, 0.21, 0.23, 0.22, -0.42, -0.60, -0.61, 0.22, 0.20, 0.20, 0.20, 0.20, 0.20, 0.20, 0.20], "smiles": "Cc1c[nH]cn1.CCC", "homo_lumo_gap_ha": 0.3511, "charge": 0}

---

Going by the energies, 2 is most stable and the next is 75.5 kcal/mol up.